# C62H155N9O22

A cluster of 11 separate species, C62H155N9O22 in total in a non-equilibrium geometry (ωB97M-V with the def2-TZVPD basis set, the OMol25 dataset).

Positions of all 248 atoms, in Å:
1 C 2.6745 -2.8950 3.6034
2 O 1.4362 -3.5072 3.4249
3 C 1.1676 -4.1518 2.2082
4 C 1.0330 -5.6181 2.2711
5 N 0.7793 -6.1483 0.9802
6 C 1.7759 -5.9281 -0.0675
7 C 1.2824 -6.5822 -1.3130
8 O 2.3844 -6.6968 -2.2329
9 C 2.1779 -5.9690 -3.3842
10 H 2.9549 -2.3327 2.6986
11 H 3.3581 -3.6460 3.9033
12 H 2.5884 -2.0992 4.3685
13 H 1.8810 -3.8837 1.4778
14 H 0.2446 -3.6574 1.8790
15 H 0.2550 -5.9367 2.9386
16 H 1.9550 -6.1235 2.6056
17 H -0.1814 -5.9205 0.6569
18 H 2.7232 -6.3771 0.1953
19 H 1.9934 -4.8784 -0.3218
20 H 0.4722 -5.9664 -1.8387
21 H 0.9761 -7.6361 -1.1579
22 H 2.8585 -6.2654 -4.2023
23 H 2.1405 -4.9322 -3.1369
24 H 1.1852 -6.1731 -3.7458
25 C 6.4348 0.0548 8.8857
26 O 5.5353 -0.5039 7.9707
27 C 4.1735 -0.2726 8.2321
28 C 3.3764 -1.2239 7.3341
29 N 1.9579 -1.1619 7.6825
30 C 0.9850 -1.2424 6.5794
31 C -0.3761 -1.5718 7.1132
32 O -0.3631 -3.0130 7.2388
33 C -1.3328 -3.5065 8.0973
34 H 6.2737 -0.3158 9.9353
35 H 6.3306 1.1690 8.9340
36 H 7.4761 -0.2354 8.5751
37 H 3.8647 0.8095 7.9962
38 H 3.9839 -0.5006 9.3061
39 H 3.8924 -2.1627 7.4792
40 H 3.4856 -0.9295 6.2482
41 H 1.8204 -1.9339 8.3391
42 H 1.2349 -2.0512 5.8557
43 H 0.8810 -0.3519 6.0266
44 H -1.2263 -1.3519 6.4251
45 H -0.4523 -1.0821 8.1129
46 H -1.6103 -4.4974 7.7994
47 H -2.2739 -2.9607 8.0530
48 H -0.9461 -3.4974 9.1369
49 C 5.6716 0.5297 -6.3241
50 O 4.4318 0.9837 -5.8612
51 C 3.4360 -0.0351 -5.9904
52 C 3.5607 -1.1635 -4.9462
53 N 2.3847 -1.9936 -4.7563
54 C 1.2885 -1.3978 -3.9879
55 C 0.2650 -2.4562 -3.6477
56 O -0.3761 -2.9273 -4.7530
57 C -1.6508 -3.5202 -4.3684
58 H 6.2142 -0.1058 -5.6620
59 H 6.3770 1.3911 -6.4244
60 H 5.6034 -0.0104 -7.2914
61 H 3.4243 -0.4093 -7.0082
62 H 2.5663 0.5143 -5.7630
63 H 3.8773 -0.7126 -3.9837
64 H 4.3610 -1.8545 -5.1811
65 H 1.9868 -2.3728 -5.6111
66 H 0.7348 -0.6095 -4.4761
67 H 1.6481 -1.0135 -3.0053
68 H -0.5121 -2.0026 -2.9924
69 H 0.6114 -3.1921 -2.9021
70 H -1.5577 -4.0728 -3.4642
71 H -2.0235 -4.1465 -5.2174
72 H -2.3258 -2.6190 -4.3006
73 C -5.3578 0.8495 3.6003
74 O -4.2331 0.8605 4.4380
75 C -4.3268 1.6164 5.6283
76 C -3.0101 1.4414 6.3915
77 N -1.8526 2.0346 5.7579
78 C -1.7648 3.4664 5.9375
79 C -1.5152 4.1728 4.6534
80 O -2.7570 3.9262 3.8696
81 C -2.6178 4.2696 2.5064
82 H -5.3869 1.7954 3.0399
83 H -6.2459 0.7717 4.2295
84 H -5.2811 -0.0049 2.9490
85 H -5.1973 1.3365 6.2377
86 H -4.3893 2.6879 5.3461
87 H -2.7735 0.3644 6.6126
88 H -3.2155 1.9070 7.3760
89 H -1.7885 1.6631 4.7910
90 H -0.9785 3.6692 6.7001
91 H -2.7700 3.8646 6.2759
92 H -0.7425 3.7758 4.0354
93 H -1.2880 5.2455 4.7682
94 H -2.5833 5.3119 2.3540
95 H -3.4289 3.7793 1.9922
96 H -1.7105 3.8500 2.1006
97 C 5.6391 1.8097 5.6198
98 O 5.6085 2.2983 4.3259
99 C 6.8501 2.0745 3.6873
100 C 6.7369 2.5582 2.2800
101 N 5.7228 1.8536 1.5130
102 C 5.7742 0.3694 1.4739
103 C 4.6393 -0.2492 0.6768
104 O 3.5250 -0.0981 1.4379
105 C 2.3166 -0.2802 0.7198
106 H 4.6374 1.8631 6.0921
107 H 6.3471 2.3143 6.2764
108 H 5.8702 0.7602 5.6871
109 H 7.2512 1.0387 3.8303
110 H 7.5413 2.7716 4.2454
111 H 7.6894 2.3317 1.8133
112 H 6.5185 3.6459 2.2184
113 H 4.8582 2.1451 1.9009
114 H 5.8571 -0.1681 2.4586
115 H 6.7732 0.2330 1.0194
116 H 4.8082 -1.3305 0.4401
117 H 4.5854 0.2808 -0.2639
118 H 1.4705 -0.1338 1.3515
119 H 2.2327 -1.2735 0.2640
120 H 2.2233 0.5107 -0.1102
121 C 2.7246 5.9027 4.8712
122 O 2.8424 5.4512 3.5200
123 C 2.7533 4.0532 3.4318
124 C 2.5329 3.7011 2.0259
125 N 1.3103 4.2690 1.4970
126 C 1.2989 4.2273 0.0049
127 C 0.1139 4.9052 -0.7026
128 O 0.3196 6.3079 -0.6225
129 C -0.5752 7.0465 -1.4415
130 H 1.7890 5.5178 5.3286
131 H 2.6154 6.9521 4.8216
132 H 3.6022 5.6164 5.4847
133 H 1.8316 3.7754 3.9340
134 H 3.5859 3.5155 3.8876
135 H 2.3920 2.6166 1.9880
136 H 3.3778 3.9873 1.3977
137 H 1.1989 5.2673 1.7285
138 H 1.3439 3.1767 -0.3141
139 H 2.1959 4.7566 -0.3743
140 H -0.9360 4.5512 -0.3549
141 H 0.2207 4.5295 -1.7378
142 H -0.6312 6.6244 -2.4616
143 H -0.2441 8.0573 -1.5290
144 H -1.6132 7.0223 -1.0065
145 C -3.5363 -0.0504 -2.1444
146 O -3.6135 -0.7659 -3.3571
147 C -4.1160 0.0396 -4.3839
148 C -4.1368 -0.7794 -5.6623
149 N -4.9432 -1.9442 -5.6951
150 C -4.9287 -2.7070 -6.9511
151 C -5.8502 -3.9614 -6.9366
152 O -5.4176 -4.8601 -5.9291
153 C -5.9449 -6.1583 -6.0563
154 H -2.7904 0.7938 -2.2401
155 H -3.1060 -0.7101 -1.4078
156 H -4.4666 0.3896 -1.8437
157 H -3.5781 1.0364 -4.3622
158 H -5.1765 0.3391 -4.1482
159 H -3.0841 -1.0086 -5.8887
160 H -4.5366 -0.0291 -6.3430
161 H -4.7272 -2.5837 -4.9100
162 H -3.8661 -3.0917 -7.2296
163 H -5.2716 -2.1695 -7.8091
164 H -5.8236 -4.2527 -7.9664
165 H -6.9128 -3.7290 -6.6591
166 H -7.0402 -6.1671 -6.2829
167 H -5.7369 -6.5769 -5.0932
168 H -5.4822 -6.7141 -6.8417
169 C -1.8055 -3.5506 -0.4040
170 O -1.9894 -4.3700 0.6628
171 C -3.1992 -3.9331 1.3357
172 C -3.4346 -4.8805 2.4555
173 N -3.5430 -6.2084 1.8785
174 C -3.5110 -7.3177 2.8383
175 C -4.8809 -7.4846 3.5177
176 O -5.2216 -6.3394 4.2807
177 C -6.6002 -6.2365 4.6022
178 H -2.5977 -3.5179 -1.1646
179 H -0.9255 -3.9486 -0.9332
180 H -1.5217 -2.5795 -0.0250
181 H -4.0628 -3.9645 0.6958
182 H -2.9894 -2.8973 1.7361
183 H -4.3410 -4.6083 2.9980
184 H -2.5892 -4.7100 3.0657
185 H -2.8472 -6.2485 1.1061
186 H -2.7536 -7.2376 3.6076
187 H -3.3074 -8.2272 2.2854
188 H -4.7841 -8.4270 4.1100
189 H -5.7393 -7.6268 2.8513
190 H -6.7238 -5.2623 5.0839
191 H -6.8730 -7.0112 5.2995
192 H -7.2552 -6.2031 3.7351
193 C 1.5512 3.0612 -8.5431
194 O 1.2505 4.3421 -8.0759
195 C 0.3695 5.0391 -8.9841
196 C -0.4383 6.0379 -8.2022
197 N -1.5726 5.5986 -7.4381
198 C -1.7897 6.1220 -6.1185
199 C -2.6192 5.0916 -5.3621
200 O -2.8897 5.3350 -4.0006
201 C -3.5607 4.2544 -3.4468
202 H 2.3117 2.6013 -7.9263
203 H 1.8942 3.0817 -9.6040
204 H 0.6939 2.3737 -8.6599
205 H -0.3344 4.1776 -9.3481
206 H 0.9117 5.4480 -9.8016
207 H -0.7361 6.7676 -8.9596
208 H 0.4137 6.4427 -7.6311
209 H -1.4809 4.6133 -7.2960
210 H -2.3657 7.0794 -6.1739
211 H -0.8762 6.2794 -5.5362
212 H -1.9774 4.2225 -5.3975
213 H -3.5545 4.9338 -5.9859
214 H -3.0993 3.3461 -3.6897
215 H -4.6759 4.2731 -3.6636
216 H -3.4101 4.3591 -2.3603
217 C -0.6335 1.8145 -5.4375
218 O -0.4778 2.6970 -4.3303
219 C 0.4330 3.8197 -4.6488
220 C 1.8880 3.4883 -4.5556
221 O 2.2058 3.1673 -3.1881
222 C 3.6291 3.0490 -2.9788
223 H -1.1549 0.9164 -5.1642
224 H 0.3529 1.3743 -5.7738
225 H -1.1914 2.3275 -6.2341
226 H 0.1539 4.4993 -3.8726
227 H 0.1748 4.2527 -5.5895
228 H 2.4801 4.4336 -4.7573
229 H 2.2054 2.6674 -5.2026
230 H 3.7931 2.9371 -1.8729
231 H 4.0675 4.0339 -3.2114
232 H 4.1416 2.1897 -3.4533
233 C -1.2545 -1.0879 3.5083
234 O -0.8114 -0.5731 2.3029
235 C -1.5932 0.4949 1.8549
236 C -0.8878 1.1836 0.6818
237 O -0.7749 0.2741 -0.3678
238 C -0.2620 0.8036 -1.5753
239 H -1.1836 -0.3826 4.3517
240 H -0.7746 -2.0242 3.7212
241 H -2.3535 -1.3944 3.3765
242 H -1.7743 1.2223 2.6691
243 H -2.5375 0.0577 1.5138
244 H 0.0300 1.5812 1.0762
245 H -1.5586 1.9340 0.3898
246 H -0.5319 1.8762 -1.7519
247 H -0.6303 0.1501 -2.4012
248 H 0.8470 0.8306 -1.5259

Cartesian forces, eV/Å:
-0.590 1.380 -0.490
-0.809 0.018 1.079
-0.944 1.866 0.676
0.957 -0.933 0.297
-1.247 -0.535 -1.705
-0.864 0.304 0.438
0.064 -0.496 -1.844
0.258 -0.669 0.922
-0.444 -0.315 -0.958
0.364 -0.409 0.043
1.343 -0.447 0.225
-0.013 -0.670 -0.167
1.195 0.335 -0.817
-0.242 -0.564 -0.305
-0.486 -0.039 0.442
-0.054 0.450 0.285
1.033 -0.020 0.258
0.248 -0.271 0.312
-0.056 0.029 0.164
0.669 -0.926 0.959
-0.359 0.729 0.275
0.082 0.423 0.700
0.636 1.197 -0.326
-0.726 -0.270 -0.599
0.587 0.362 0.720
0.334 -0.129 -0.312
-0.502 1.062 -0.123
0.100 1.453 -0.953
0.169 -0.489 0.298
0.360 -1.649 -0.001
-0.117 -1.202 0.362
0.212 0.677 -0.189
-0.200 0.173 0.922
0.012 0.112 -0.792
0.221 -0.657 -0.153
-1.062 0.395 0.229
0.474 -1.263 0.566
-0.222 0.245 -0.519
-0.339 -0.797 -0.218
0.137 -0.220 1.109
-0.530 0.318 -0.368
-0.141 0.419 0.328
0.468 1.508 -0.496
0.651 0.406 0.560
-0.470 -0.258 -0.578
0.229 -0.796 -0.076
-0.097 0.471 0.053
-0.409 -0.104 -0.261
1.245 1.040 -1.020
0.118 -0.653 -0.215
0.938 0.050 1.023
0.336 0.003 0.021
-0.650 0.502 0.481
0.357 -0.901 0.938
-0.693 1.298 2.515
-0.765 -1.790 -1.054
-0.236 1.909 -2.477
-0.001 -0.888 0.938
-0.844 -0.363 -0.234
-0.113 0.403 0.271
-0.120 -0.176 -0.312
-1.526 0.361 -0.007
-0.470 -0.116 -0.335
0.399 -0.011 -0.371
0.388 0.056 -0.019
-0.006 0.624 -0.401
0.082 -0.121 -0.743
0.170 0.602 -0.218
0.638 -0.577 -0.792
-0.044 -0.493 0.763
0.490 0.360 0.791
0.243 -1.193 0.536
0.106 0.964 0.769
0.631 -0.774 0.232
0.637 0.474 -0.653
-0.472 -0.833 0.835
-0.068 -1.090 -0.321
-0.400 0.193 0.526
-1.743 0.336 -1.335
1.158 0.749 0.832
0.156 -1.488 0.647
-0.255 -0.213 -0.152
-0.363 -0.073 -0.224
0.008 -0.212 -0.320
0.055 -0.120 -0.103
-0.268 -0.294 0.241
-0.540 0.792 -0.343
0.530 -0.118 -0.300
-0.134 0.977 0.869
-0.551 0.250 -0.418
1.116 -0.246 0.028
1.047 -0.599 -0.188
-0.435 -0.155 0.067
-0.220 1.445 -0.267
-0.507 0.190 -0.277
0.656 -0.186 -0.217
-1.150 -0.340 1.395
-0.231 -0.558 -0.448
0.864 1.558 1.753
0.099 -0.821 -0.768
-0.614 -0.613 -0.332
1.944 0.341 0.437
1.949 -0.413 -0.396
-2.326 0.227 0.783
0.373 1.126 -1.499
0.383 0.401 -0.449
0.217 0.400 -0.025
0.349 -0.687 -0.313
-0.600 0.586 -0.316
0.083 -0.757 -0.588
0.445 0.361 -0.251
0.216 -0.697 0.158
-1.159 0.081 0.258
-0.391 0.663 -0.445
-0.462 -0.658 -0.221
0.190 0.550 0.192
-0.282 0.307 -0.576
-0.386 -0.041 0.780
0.180 -0.033 -0.018
0.339 -1.065 0.942
-0.157 -1.215 -0.375
0.422 0.631 0.943
-0.736 0.270 0.691
-0.231 -0.557 -1.252
-1.208 1.052 -1.159
-0.125 0.096 0.763
-0.224 -0.962 0.310
-0.458 -0.142 -0.250
-1.093 -1.212 0.149
0.463 -0.100 -0.096
0.166 1.219 0.038
-0.408 0.085 -0.253
-0.276 -0.398 0.551
0.235 0.133 -0.047
0.385 -0.164 -0.172
0.434 -0.062 -0.060
0.420 -0.671 0.209
0.039 0.189 0.007
-0.178 -0.354 -0.098
1.534 0.741 -0.135
-0.234 0.462 0.090
0.007 0.009 0.300
0.344 0.664 0.220
0.776 0.079 -0.388
1.860 0.634 -0.433
0.017 0.037 0.503
-1.475 0.292 0.832
1.229 1.643 -0.210
-1.001 -1.478 0.525
1.033 -1.613 0.916
-0.266 1.780 1.740
0.382 0.247 -1.053
-1.009 0.714 0.232
-0.708 -0.571 -0.046
-0.186 -0.232 0.394
-0.806 -0.012 0.223
-0.045 -1.070 -0.831
0.547 -0.334 -0.055
0.110 0.170 -0.397
0.190 -0.234 -0.805
-0.158 0.576 -0.709
-1.364 0.534 0.439
-0.176 1.039 -0.314
0.088 -1.258 -0.589
0.702 0.305 -0.522
0.562 0.177 0.414
-0.160 -0.796 0.370
0.613 -0.462 -0.610
2.015 0.354 -1.864
-2.190 -0.809 1.267
1.093 0.729 0.710
-0.737 0.031 -0.668
0.558 -0.120 -0.282
-1.315 0.652 -0.860
-0.009 -0.577 0.149
0.143 -0.045 0.180
0.799 0.811 0.214
-0.317 0.073 0.441
-0.016 0.216 -0.046
-0.143 0.881 -0.325
-0.210 0.268 -0.851
-0.471 -0.816 -0.501
0.151 -0.040 0.005
1.118 -0.402 1.428
-0.617 -0.473 1.128
0.373 0.271 0.355
-0.008 -0.271 -0.087
-0.313 0.609 0.222
0.516 -0.249 -0.619
0.075 -0.175 0.137
-0.406 -0.431 0.208
0.015 -0.417 -0.364
0.128 -0.571 -1.606
-0.338 0.373 -0.062
-2.325 -3.923 1.097
1.491 1.300 -0.833
0.131 -0.919 -0.237
-0.933 1.702 1.094
-0.601 -0.103 -1.137
0.438 1.105 -1.122
-1.624 1.166 1.768
0.136 0.035 0.212
0.377 0.236 0.547
-0.223 0.318 0.717
0.884 1.610 -0.046
0.453 0.525 -0.681
-0.125 0.383 0.308
-0.632 0.673 0.558
0.051 -0.875 -0.299
0.624 -0.491 0.087
0.211 0.275 -0.108
-0.246 -0.874 -0.093
0.722 -0.098 0.867
0.510 -1.577 -0.756
1.198 -0.184 0.040
-0.391 -0.029 -0.204
1.300 0.029 -0.060
0.859 0.127 -0.883
-1.088 -1.658 1.120
1.148 0.853 1.168
0.510 -0.713 -0.382
-0.415 0.538 1.494
-0.738 -0.177 0.601
-0.741 0.926 -0.102
0.346 -0.250 -0.192
0.137 0.758 0.448
-0.028 0.156 -0.936
-0.602 -0.929 -0.480
0.035 0.156 -0.222
-0.390 -0.029 -0.889
0.284 -0.483 -0.360
-0.527 0.540 -0.310
-2.479 -0.707 0.090
1.228 0.127 -0.173
0.182 -0.037 -0.490
-0.760 -1.523 1.369
0.181 -0.496 -0.407
0.509 0.530 -0.149
0.067 -0.117 -0.218
0.812 -0.235 0.155
0.991 0.608 0.484
-0.064 -0.102 -0.308
-0.371 0.338 0.003
0.798 0.376 -0.236
-0.763 1.779 -0.514
-0.290 -0.803 0.063
0.438 0.646 0.548
-0.465 -0.246 -0.348

The frontier orbital gap comes out at 8.85 eV. Its SMILES is COCCNCCOC.COCCNCCOC.COCCNCCOC.COCCNCCOC.COCCNCCOC.COCCNCCOC.COCCNCCOC.COCCNCCOC.COCCNCCOC.COCCOC.COCCOC. Its largest force on an atom is 0.0912 Eh/bohr. Its spin multiplicity is 1.